# 1
Entry from the Open Molecules 2025 dataset: C43H38BiBrN2O6P as an isolated structure (ωB97M-V with the def2-TZVPD basis set).

```
92
Properties=species:S:1:pos:R:3
Bi -1.0725 -0.1180 1.0780
O 0.6043 -3.6623 3.3218
C 1.5197 -4.1277 2.4277
C 2.4663 -5.0793 2.7882
C 3.3420 -5.5955 1.8463
C 3.2806 -5.1691 0.5272
C 2.3487 -4.2019 0.1829
C 1.4686 -3.6613 1.1145
C 0.5101 -2.5947 0.6535
O 0.3968 -1.5311 1.5326
N -0.8209 -3.2293 0.4500
N -1.9007 -2.4875 0.7009
C -3.0710 -2.9990 0.6828
C -4.2936 -2.2851 1.0417
Br -4.1279 -0.8716 2.3185
C -5.5208 -2.6335 0.6600
C -5.8640 -3.6470 -0.3529
C -7.0965 -4.2931 -0.2447
C -7.4734 -5.2587 -1.1632
C -6.6296 -5.5807 -2.2178
C -5.4143 -4.9246 -2.3543
C -5.0349 -3.9614 -1.4319
H 0.8065 -4.0223 4.1929
H 2.5030 -5.4253 3.8158
H 4.0697 -6.3378 2.1468
H 3.9544 -5.5719 -0.2159
H 2.3077 -3.8343 -0.8370
H 0.8717 -2.2253 -0.3131
H -0.9061 -4.2357 0.4470
H -3.1961 -4.0487 0.4176
H -6.3589 -2.1448 1.1431
H -7.7565 -4.0423 0.5772
H -8.4275 -5.7576 -1.0583
H -6.9264 -6.3278 -2.9418
H -4.7650 -5.1538 -3.1891
H -4.1071 -3.4224 -1.5803
C 2.6392 2.2505 -5.5936
O 2.5654 1.7295 -4.2689
C 1.3527 1.4515 -3.7566
C 0.1510 1.6244 -4.4737
C -1.0256 1.3206 -3.8426
C -1.0859 0.8479 -2.5167
C -2.3686 0.5183 -1.9484
C -3.6436 0.7698 -2.7107
O -2.5006 0.0039 -0.8187
C 0.1411 0.6840 -1.8096
O 0.2419 0.2745 -0.5601
C 1.3387 0.9841 -2.4554
H 3.6913 2.4342 -5.7844
H 2.0854 3.1867 -5.6781
H 2.2582 1.5280 -6.3164
H 0.1438 1.9820 -5.4901
H -1.9457 1.4475 -4.3960
H -3.7037 0.1109 -3.5788
H -3.6961 1.7977 -3.0685
H -4.4844 0.5661 -2.0541
H 2.2678 0.8681 -1.9131
O 0.0697 1.7459 1.9799
P 1.3018 2.6140 1.7737
C 2.8285 1.7304 2.0664
C 2.9221 0.4024 1.6466
C 4.0994 -0.3007 1.8457
C 5.1850 0.3177 2.4525
C 5.0984 1.6405 2.8649
C 3.9202 2.3493 2.6760
C 1.3578 3.2275 0.0937
C 0.1585 3.5857 -0.5248
C 0.1707 4.1009 -1.8107
C 1.3780 4.2658 -2.4799
C 2.5714 3.9085 -1.8698
C 2.5643 3.3871 -0.5829
C 1.2775 4.0197 2.8828
C 1.2009 3.7579 4.2544
C 1.1412 4.8046 5.1568
C 1.1552 6.1171 4.6975
C 1.2304 6.3827 3.3398
C 1.2913 5.3352 2.4287
H 2.0791 -0.0894 1.1814
H 4.1654 -1.3346 1.5306
H 6.1027 -0.2348 2.6084
H 5.9442 2.1179 3.3412
H 3.8504 3.3781 3.0079
H -0.7798 3.4556 0.0023
H -0.7583 4.3767 -2.2925
H 1.3857 4.6736 -3.4827
H 3.5084 4.0270 -2.3976
H 3.4948 3.0965 -0.1114
H 1.1876 2.7345 4.6110
H 1.0841 4.6014 6.2178
H 1.1077 6.9351 5.4046
H 1.2418 7.4051 2.9865
H 1.3553 5.5471 1.3689
```

Output
* relative energy (zero: lowest compared OMol25 entry of this formula, charge and spin): 0.048 eV
* 2S+1: 1
* net charge: +1
* gap between HOMO and LUMO: 8.0462 eV

Charges computed using Mulliken, reported in e: number 1, Bi, carries 1.62; number 2, O, carries -0.47; number 3, C, carries 0.94; number 4, C, carries -0.82; number 5, C, carries -0.49; number 6, C, carries -0.92; number 7, C, carries 0.00; number 8, C, carries -0.39; number 9, C, carries 0.75; number 10, O, carries -1.05; number 11, N, carries -0.21; number 12, N, carries 0.15; number 13, C, carries -0.68; number 14, C, carries 0.13; number 15, Br, carries -0.20; number 16, C, carries -0.82; number 17, C, carries 0.72; number 18, C, carries -0.54; number 19, C, carries -0.55; number 20, C, carries -0.42; number 21, C, carries -0.67; number 22, C, carries -0.31; number 23, H, carries 0.33; number 24, H, carries 0.31; number 25, H, carries 0.41; number 26, H, carries 0.42; number 27, H, carries 0.44; number 28, H, carries -0.07; number 29, H, carries 0.42; number 30, H, carries 0.67; number 31, H, carries 0.38; number 32, H, carries 0.39; number 33, H, carries 0.39; number 34, H, carries 0.38; number 35, H, carries 0.41; number 36, H, carries 0.52; number 37, C, carries -0.93; number 38, O, carries -0.44; number 39, C, carries 0.22; number 40, C, carries -1.13; number 41, C, carries -1.29; number 42, C, carries 0.01; number 43, C, carries 0.86; number 44, C, carries -1.92; number 45, O, carries -0.21; number 46, C, carries 0.26; number 47, O, carries 0.15; number 48, C, carries 0.39; number 49, H, carries 0.29; number 50, H, carries 0.34; number 51, H, carries 0.38; number 52, H, carries 0.45; number 53, H, carries 0.47; number 54, H, carries 0.42; number 55, H, carries 0.48; number 56, H, carries 0.32; number 57, H, carries 0.69; number 58, O, carries -0.68; number 59, P, carries 1.62; number 60, C, carries -0.27; number 61, C, carries 0.40; number 62, C, carries -0.90; number 63, C, carries -0.54; number 64, C, carries -0.81; number 65, C, carries -0.33; number 66, C, carries 0.94; number 67, C, carries -0.48; number 68, C, carries -0.93; number 69, C, carries -0.36; number 70, C, carries -0.91; number 71, C, carries -0.62; number 72, C, carries 0.10; number 73, C, carries -0.33; number 74, C, carries -0.75; number 75, C, carries -0.47; number 76, C, carries -0.79; number 77, C, carries -0.21; number 78, H, carries 0.12; number 79, H, carries 0.55; number 80, H, carries 0.41; number 81, H, carries 0.43; number 82, H, carries 0.45; number 83, H, carries 0.52; number 84, H, carries 0.41; number 85, H, carries 0.47; number 86, H, carries 0.41; number 87, H, carries 0.51; number 88, H, carries 0.42; number 89, H, carries 0.41; number 90, H, carries 0.40; number 91, H, carries 0.43; number 92, H, carries 0.41

---

# 2
Entry from the Open Molecules 2025 dataset: C43H38BrHgN11O6 as an isolated structure (ωB97M-V with the def2-TZVPD basis set).

```
100
Properties=species:S:1:pos:R:3
Hg 0.2230 0.1219 -1.2138
N -0.1211 -1.3692 3.1508
C -0.4369 -1.1342 1.8497
N -0.1623 -0.0454 1.2406
C 0.5295 0.9818 1.9017
N 0.9681 2.0322 1.2717
N 0.9224 1.9908 -0.0674
C 1.0904 3.1397 -0.7113
C 1.0820 3.1207 -2.1241
C 1.2194 4.3080 -2.8813
C 1.2036 4.2381 -4.2498
C 1.0446 2.9911 -4.8764
C 0.8879 1.8786 -4.0670
N 0.8901 1.9207 -2.7375
C 0.7682 0.8512 3.3441
C 1.3218 1.8582 4.1315
C 1.5684 1.6510 5.4788
C 1.2706 0.4232 6.0614
C 0.7122 -0.5881 5.2964
C 0.4571 -0.3708 3.9496
H -0.3445 -2.2608 3.5543
H -0.9713 -1.9161 1.3142
H 1.2108 4.0671 -0.1599
H 1.3412 5.2532 -2.3642
H 1.3117 5.1383 -4.8432
H 1.0191 2.8918 -5.9535
H 0.7503 0.8941 -4.5026
H 1.5471 2.8042 3.6563
H 2.0010 2.4450 6.0756
H 1.4757 0.2499 7.1106
H 0.4750 -1.5496 5.7414
O 4.9538 -3.2393 -2.6099
C 4.9232 -2.7115 -1.3537
C 6.0796 -2.7804 -0.5877
C 6.1015 -2.1963 0.6708
C 4.9790 -1.5352 1.1575
C 3.8193 -1.5012 0.3903
C 3.7680 -2.1014 -0.8595
C 2.4447 -2.1971 -1.6273
O 1.3876 -1.7201 -0.9449
N 2.7028 -1.5735 -2.9442
N 1.7432 -1.6137 -3.9269
C 0.8258 -2.4793 -3.7848
C -0.1762 -2.7661 -4.8197
Br -0.5586 -1.3949 -6.0870
C -0.8989 -3.8814 -4.8936
C -0.7104 -5.1294 -4.1202
C 0.5056 -5.5249 -3.5517
C 0.6226 -6.7383 -2.8894
C -0.4678 -7.5913 -2.7848
C -1.6790 -7.2178 -3.3527
C -1.7929 -6.0052 -4.0145
H 4.1992 -2.8558 -3.0925
H 6.9510 -3.2785 -0.9973
H 7.0049 -2.2521 1.2689
H 4.9976 -1.0685 2.1352
H 2.9145 -1.0290 0.7538
H 2.3057 -3.2622 -1.8752
H 3.0788 -0.6373 -2.8804
H 0.6894 -3.0389 -2.8661
H -1.7226 -3.8960 -5.5956
H 1.3778 -4.8948 -3.6552
H 1.5764 -7.0220 -2.4607
H -0.3711 -8.5447 -2.2791
H -2.5388 -7.8723 -3.2776
H -2.7424 -5.7164 -4.4520
C -2.2453 1.9765 7.5151
C -2.4561 2.4068 6.0843
C -2.6927 1.4761 5.0794
C -2.9013 1.8723 3.7692
C -2.8880 3.2224 3.4285
N -3.1226 3.5381 2.0728
C -3.0305 4.7563 1.4619
O -2.9397 5.8216 2.0459
N -3.1244 4.7279 0.0778
C -2.9828 3.6606 -0.8319
C -3.6902 3.6760 -2.0291
C -3.5449 2.6239 -2.9135
C -2.6942 1.5740 -2.5861
N -1.9899 1.5784 -1.4584
C -2.1173 2.5967 -0.6138
C -2.6517 4.1723 4.4189
C -2.4344 3.7499 5.7242
H -1.9644 0.9245 7.5673
H -3.1551 2.1115 8.1059
H -1.4557 2.5614 7.9913
H -2.6871 0.4174 5.3177
H -3.0591 1.1245 2.9952
H -3.2973 2.7447 1.4796
H -3.3084 5.6396 -0.3040
H -4.3498 4.5084 -2.2540
H -4.0881 2.6080 -3.8499
H -2.5417 0.7247 -3.2446
H -1.4768 2.5635 0.2616
H -2.6308 5.2196 4.1614
H -2.2400 4.4986 6.4859
O -2.0676 -1.8331 -0.7941
N -1.9578 -1.9773 -2.0227
O -2.5691 -2.8408 -2.6423
O -1.1939 -1.1748 -2.6685
```

Output
* 2S+1: 2
* net charge: -1
* gap between HOMO and LUMO (spin up / spin down): 5.2027 / 7.3887 eV

Atom charges from the Mulliken analysis, given in e for atoms 1 to 99: number 1, Hg, carries 3.13; number 2, N, carries 0.16; number 3, C, carries -0.97; number 4, N, carries -0.14; number 5, C, carries 0.01; number 6, N, carries -1.12; number 7, N, carries 0.69; number 8, C, carries -1.25; number 9, C, carries 1.03; number 10, C, carries -1.14; number 11, C, carries -0.22; number 12, C, carries -0.96; number 13, C, carries -0.18; number 14, N, carries -0.07; number 15, C, carries 0.95; number 16, C, carries -0.19; number 17, C, carries -0.88; number 18, C, carries -0.49; number 19, C, carries -0.91; number 20, C, carries -0.07; number 21, H, carries 0.25; number 22, H, carries 0.51; number 23, H, carries 0.27; number 24, H, carries 0.41; number 25, H, carries 0.40; number 26, H, carries 0.45; number 27, H, carries 0.20; number 28, H, carries 0.51; number 29, H, carries 0.42; number 30, H, carries 0.44; number 31, H, carries 0.40; number 32, O, carries -0.73; number 33, C, carries 0.36; number 34, C, carries -0.71; number 35, C, carries -0.32; number 36, C, carries -0.90; number 37, C, carries -0.52; number 38, C, carries 0.04; number 39, C, carries -0.04; number 40, O, carries -0.98; number 41, N, carries 0.14; number 42, N, carries -0.86; number 43, C, carries 0.06; number 44, C, carries -0.21; number 45, Br, carries -0.20; number 46, C, carries -0.84; number 47, C, carries 0.67; number 48, C, carries -0.09; number 49, C, carries -0.72; number 50, C, carries -0.39; number 51, C, carries -0.56; number 52, C, carries -0.56; number 53, H, carries 0.46; number 54, H, carries 0.42; number 55, H, carries 0.35; number 56, H, carries 0.45; number 57, H, carries 0.73; number 58, H, carries 0.32; number 59, H, carries 0.22; number 60, H, carries 0.61; number 61, H, carries 0.31; number 62, H, carries 0.58; number 63, H, carries 0.40; number 64, H, carries 0.37; number 65, H, carries 0.36; number 66, H, carries 0.35; number 67, C, carries -1.65; number 68, C, carries 0.69; number 69, C, carries -0.45; number 70, C, carries -0.51; number 71, C, carries 0.89; number 72, N, carries -0.15; number 73, C, carries 0.27; number 74, O, carries -0.72; number 75, N, carries 0.01; number 76, C, carries 0.10; number 77, C, carries -0.53; number 78, C, carries -1.06; number 79, C, carries -0.41; number 80, N, carries 0.19; number 81, C, carries -1.16; number 82, C, carries -0.52; number 83, C, carries -0.68; number 84, H, carries 0.32; number 85, H, carries 0.36; number 86, H, carries 0.36; number 87, H, carries 0.27; number 88, H, carries 0.21; number 89, H, carries 0.25; number 90, H, carries 0.28; number 91, H, carries 0.44; number 92, H, carries 0.42; number 93, H, carries 0.42; number 94, H, carries 1.19; number 95, H, carries 0.50; number 96, H, carries 0.35; number 97, O, carries -0.66; number 98, N, carries 1.01; number 99, O, carries -0.71